48
Properties=species:S:1:pos:R:3 method="wB97M-V/def2-TZVPD" mol_weight_g_mol=441.023 lumo_energy_ha=-0.305 charge=+2 e_homo_ev=-15.9 largest_force_ha_per_bohr=0.0953
Cl -2.80571 0.21717 1.23610
C 0.03687 -1.43147 -1.79520
C 1.15304 -0.51345 -1.80806
C 0.61508 0.82014 -1.97272
H 2.20226 -0.78613 -1.82301
C -0.82053 0.71989 -2.06253
C -1.16954 -0.66967 -1.94006
H -2.18575 -1.05616 -2.02121
H 0.10844 -2.51479 -1.75244
H 1.17847 1.74112 -2.10248
C -1.76540 1.84646 -2.30703
Zr -0.06750 -0.00685 0.10795
C -0.43724 2.25041 0.97366
O -0.53916 3.22992 1.57462
C -0.58708 -2.04360 1.34470
O -0.81517 -2.92132 2.05956
H -1.40898 2.77959 -1.85534
H -2.75515 1.62229 -1.89181
H -1.88372 2.02767 -3.38616
C 0.63863 0.11832 3.97236
N 1.87875 -0.55508 3.54174
C 2.52336 -1.37557 4.57639
P 2.69809 -0.07525 2.21851
O 1.68447 0.11838 1.07135
N 3.48733 1.34679 2.38485
C 3.74404 2.17347 1.19200
C 3.39798 2.13367 3.62440
N 3.70315 -1.30788 1.82014
C 3.08073 -2.58573 1.41860
C 4.96011 -1.03075 1.10954
H 0.84286 0.79203 4.82109
H -0.08516 -0.64731 4.28394
H 0.18194 0.69686 3.15653
H 3.19302 -2.10743 4.11549
H 3.10051 -0.75819 5.27977
H 1.74635 -1.90941 5.13442
H 2.83702 2.69572 0.85434
H 4.49058 2.92685 1.47254
H 4.14980 1.57354 0.36901
H 2.45828 2.70291 3.67931
H 3.48554 1.48943 4.50600
H 4.22954 2.84542 3.62630
H 2.66828 -2.54170 0.39861
H 3.87083 -3.34702 1.43983
H 2.28686 -2.87947 2.11358
H 4.78675 -0.75870 0.05671
H 5.51058 -0.22928 1.61338
H 5.56077 -1.94531 1.13532

48
Properties=species:S:1:pos:R:3 method="wB97M-V/def2-TZVPD" mol_weight_g_mol=338.360 de_lowest_ev=0.000 lumo_energy_ha=-0.075 charge=+1 e_homo_ev=-11.2 largest_force_ha_per_bohr=0.0154
Na -0.28192 0.25123 -0.14041
C 1.27913 0.98208 -2.53481
C 1.01139 -0.50581 -2.84471
O 0.33453 -1.09196 -1.74675
C -0.68393 -2.05928 -1.95193
C -1.06602 -2.57087 -0.57484
O -1.61421 -1.52733 0.22640
C -1.42738 -1.72678 1.62774
C -1.57355 -0.41097 2.39466
O -0.65548 0.61795 2.04100
C 0.60140 0.69342 2.70367
C 1.58649 -0.41108 2.32404
O 1.54205 -0.68053 0.92435
C 2.69111 -0.43069 0.11608
C 2.69400 0.95701 -0.51957
O 1.47161 1.29854 -1.16321
H 0.40832 1.57113 -2.82097
H 2.12409 1.30685 -3.14917
H 1.94059 -1.05408 -3.02406
H 0.41366 -0.54946 -3.75971
H -0.32577 -2.91538 -2.53194
H -1.54063 -1.61846 -2.47337
H -0.15749 -2.95334 -0.09843
H -1.76929 -3.40201 -0.68417
H -0.44551 -2.17672 1.79825
H -2.18816 -2.40612 2.02708
H -1.51821 -0.64330 3.46297
H -2.56155 0.00309 2.19085
H 0.47463 0.69296 3.79117
H 1.00206 1.66443 2.41007
H 1.33012 -1.34019 2.83719
H 2.58829 -0.11787 2.64783
H 2.66770 -1.19608 -0.65929
H 3.61491 -0.55728 0.68737
H 3.53734 1.01398 -1.21554
H 2.83222 1.72111 0.24743
N -4.92683 2.05238 -3.27590
C -3.96513 2.35083 -2.35704
C -3.08335 1.37781 -1.85629
N -2.12995 1.68931 -0.99611
C -2.02454 2.96681 -0.61479
C -2.89755 3.91894 -1.11030
N -3.85998 3.62093 -1.97408
H -5.23641 1.10501 -3.39264
H -5.59983 2.77823 -3.45744
H -3.16894 0.33697 -2.15107
H -1.24133 3.21723 0.08915
H -2.82386 4.95782 -0.81119

61
Properties=species:S:1:pos:R:3 method="wB97M-V/def2-TZVPD" mol_weight_g_mol=671.279 de_lowest_ev=1.113 lumo_energy_ha="-0.058 / -0.035" charge=0 e_homo_ev="-9.4 / -9.4" multiplicity=2 largest_force_ha_per_bohr=0.0824
Cr 0.25870 0.45310 -0.43810
C -2.84860 1.50890 1.48840
O -2.22910 0.25350 1.33610
C -1.80890 -0.34970 2.53430
C -0.58300 0.29970 3.19950
O 0.61110 0.22900 2.45020
C 1.26190 -1.02040 2.43030
C 2.45470 -0.86440 1.49930
O 2.01990 -0.55590 0.18100
C 3.11390 -0.36330 -0.69360
H -3.66260 1.45370 2.22770
H -3.26180 1.76090 0.51240
H -2.12870 2.27860 1.77750
H -1.58200 -1.38250 2.25880
H -2.62910 -0.34220 3.27200
H -0.43530 -0.16450 4.18830
H -0.76120 1.37030 3.32520
H 0.60340 -1.81430 2.05680
H 1.61880 -1.27740 3.44270
H 3.02620 -1.80270 1.47600
H 3.07390 -0.03540 1.85910
H 3.73170 -1.26990 -0.72330
H 3.71230 0.49100 -0.36230
H 2.69250 -0.16610 -1.67760
O 1.06680 -2.73770 -1.64770
As -0.58260 -2.44450 -1.04140
O -0.90150 -3.89370 -0.36180
O -0.60010 -1.21740 0.05900
C -1.85530 -2.20450 -2.52920
C -2.67440 -3.27160 -2.88280
C -3.67860 -3.08690 -3.82010
C -3.90070 -1.83180 -4.36950
C -3.07030 -0.77270 -4.03470
C -2.04900 -0.97600 -3.12610
S -0.89570 0.31030 -2.71160
O -0.76230 1.19100 -3.82770
O -1.42760 0.99930 -1.50680
O 0.31810 -0.41180 -2.30760
H 1.25980 -3.66150 -1.44510
H -2.49830 -4.23150 -2.40560
H -4.30410 -3.91740 -4.11470
H -4.71060 -1.67630 -5.06440
H -3.19270 0.20590 -4.47150
C 1.01820 5.55180 0.06000
C 1.51690 4.15720 -0.23240
O 2.87010 4.17030 -0.64820
P 0.68490 3.30930 -1.62320
O 1.12060 4.05430 -2.94940
O -0.86640 3.50520 -1.61150
O 1.18070 1.89910 -1.64250
P 1.34390 2.84970 1.08040
O 1.10980 3.63350 2.47010
O 2.62410 2.10060 1.09500
O 0.05190 2.12980 0.76050
H 0.98620 6.13210 -0.86160
H 1.69610 6.03980 0.75920
H 0.02060 5.50810 0.48870
H 3.28570 3.40490 -0.20900
H 2.03090 3.87830 -3.19100
H -1.30760 2.62110 -1.59210
H 1.93150 3.64530 2.95820

53
Properties=species:S:1:pos:R:3 method="wB97M-V/def2-TZVPD" mol_weight_g_mol=511.726 de_lowest_ev=4.611 lumo_energy_ha="-0.044 / -0.062" charge=0 e_homo_ev="-7.7 / -7.7" largest_force_ha_per_bohr=0.1926
O -0.49933 -1.17004 -4.91601
H -0.69935 -0.83326 -5.84272
Ba 0.32561 -0.01405 -2.19509
N -0.09549 2.14671 0.10999
N 1.39761 2.51556 -1.92334
N -1.23118 -1.09772 0.23840
N -1.17733 -2.29261 -2.11786
O -1.00498 2.02884 1.02911
O -1.37203 -0.52256 1.49019
O -1.36459 -2.76749 -3.37591
O 2.43156 2.18229 -2.56770
C 1.55770 3.47077 -0.94384
C 0.68660 3.27591 0.16267
C -1.86017 -2.27862 0.18683
C -1.84131 -2.92196 -1.12854
C 0.65023 4.27267 1.27554
H 1.46947 4.10979 1.99851
H -0.29829 4.20532 1.82127
H 0.77377 5.29909 0.89471
C 2.65355 4.48561 -1.02029
H 3.03811 4.47126 -2.05432
H 3.47556 4.20720 -0.32708
H 2.28760 5.50334 -0.77667
C -2.61150 -2.83703 1.38641
C -2.61294 -4.17220 -1.38680
H -3.27473 -2.07575 1.83368
H -1.93207 -3.18115 2.19104
H -3.23639 -3.69309 1.09041
H -2.10256 -4.77800 -2.12777
H -3.57591 -3.90834 -1.81907
H -2.77969 -4.78149 -0.50340
H -1.19459 0.45844 1.28853
H -0.91137 -1.91959 -4.05004
C -1.43542 0.97880 -2.71835
H -1.14424 2.01455 -2.54520
H -2.15477 1.08360 -1.82418
H -1.87523 0.84969 -3.78323
O -3.57062 2.44064 -0.15137
H -4.21043 1.75547 0.28910
H -2.83502 2.24262 0.44071
N 3.10477 -2.04039 4.36333
C 2.69849 -1.65306 3.12985
C 2.05393 -2.54067 2.25394
C 1.64793 -2.06837 1.00858
N 1.78235 -0.80798 0.57675
C 2.43505 0.01056 1.41107
C 2.87260 -0.32618 2.69451
H 2.99885 -2.99271 4.69566
H 3.56782 -1.43265 5.00273
H 1.88091 -3.57646 2.52895
H 1.16328 -2.75140 0.32712
H 2.59791 1.01482 1.05169
H 3.35024 0.41131 3.32749

46
Properties=species:S:1:pos:R:3 method="wB97M-V/def2-TZVPD" mol_weight_g_mol=520.465 lumo_energy_ha="0.155 / 0.146" charge=-2 e_homo_ev="-1.1 / -1.1" largest_force_ha_per_bohr=0.0431
C 0.83339 1.88609 -1.59041
C -0.44577 1.53834 -2.18888
C -0.32466 0.21807 -2.74104
C -1.66120 2.38205 -2.24757
C 1.00452 -0.24832 -2.50786
C 1.72778 0.77280 -1.80408
C 3.12291 0.65940 -1.30538
C 1.13071 3.13508 -0.85216
C -1.41447 -0.52704 -3.40912
C 1.52086 -1.57708 -2.91752
Pb -0.07538 0.16420 0.33818
Cl -4.89063 1.21571 0.10339
Cl -1.76364 1.87484 1.00096
O 1.01655 -1.75830 -0.09572
H -1.60965 3.18531 -1.49835
H -2.55394 1.78323 -1.99414
H -1.81411 2.82917 -3.24736
H -2.38410 -0.28598 -2.94620
H -1.24614 -1.60723 -3.32541
H -1.47055 -0.26761 -4.47711
H 0.75331 -2.34568 -2.75167
H 2.39898 -1.85605 -2.32043
H 1.80266 -1.59207 -3.98599
H 3.35316 -0.37773 -1.04159
H 3.25131 1.26387 -0.40019
H 3.83302 0.99727 -2.07402
H 0.24162 3.48480 -0.31264
H 1.46393 3.92492 -1.54210
H 1.92287 2.95177 -0.11800
H 0.60897 -2.56908 0.32114
O 1.67516 0.85350 1.29018
H 1.97490 -0.00007 1.66547
C -0.02939 -2.66385 3.35790
C -0.79400 -1.34483 3.19022
C -2.33584 -1.44928 3.35207
C -0.20020 -0.26132 4.10984
O -0.87645 -1.13275 1.80609
H -0.10240 -3.15795 4.32077
H 1.03307 -2.46251 3.16206
H -0.37690 -3.35193 2.58265
H -2.72864 -1.78301 4.29960
H -2.73454 -0.44988 3.12594
H -2.71640 -2.11390 2.56460
H 0.88571 -0.15661 3.98159
H -0.67311 0.71405 3.95039
H -0.33325 -0.49441 5.17185

72
Properties=species:S:1:pos:R:3 method="wB97M-V/def2-TZVPD" mol_weight_g_mol=977.701 de_lowest_ev=1.628 lumo_energy_ha="0.002 / -0.067" charge=0 e_homo_ev="-8.9 / -10.0" multiplicity=3 largest_force_ha_per_bohr=0.1064
Pt -0.32140 -0.49830 -0.35968
C -3.15475 -3.52302 0.99929
F -2.53167 -4.31243 0.13423
F -4.09245 -2.76942 0.35668
F -3.81865 -4.23125 1.94005
S -1.98880 -2.36241 1.91135
O -2.67836 -1.06528 1.86314
O -1.71486 -2.83545 3.26623
N -0.62533 -2.15562 0.88249
S 0.34271 -3.33571 1.18988
O -0.36142 -4.55706 1.61153
O 1.28067 -3.51077 0.05234
C 1.40464 -2.56820 2.56946
F 2.37971 -1.84817 2.01295
F 0.73913 -1.73702 3.38614
F 1.91762 -3.55510 3.27903
C -1.08472 1.06834 -4.33658
F -1.69454 -0.12643 -4.24609
F 0.12569 0.87125 -4.88328
F -1.74257 1.85070 -5.22691
S -1.08017 2.01670 -2.56498
O 0.33972 2.25807 -2.43629
O -1.90605 3.15872 -2.72861
N -1.58086 0.81704 -1.40311
S -3.14205 0.68105 -1.53928
O -3.82154 1.20879 -2.72183
O -3.40034 -0.72395 -1.31132
C -3.82662 1.72946 -0.02913
F -5.09533 1.28040 0.14144
F -3.00755 1.51783 1.03144
F -3.93709 3.02640 -0.23349
C 3.42163 -1.41356 -2.52854
C 1.98430 -0.92714 -2.23510
C 0.97470 -1.85947 -2.83961
O -0.34470 -1.71882 -2.32620
C -1.23650 -2.67432 -2.96254
N 1.89719 -0.97354 -0.78129
H 3.64337 -1.46175 -3.59466
H 3.64170 -2.42669 -2.19202
H 4.13897 -0.72585 -2.08068
H 1.83083 0.07397 -2.63798
H 1.33364 -2.85704 -2.58637
H 0.96903 -1.82770 -3.92914
H -1.03640 -3.70592 -2.67295
H -1.19443 -2.60825 -4.04972
H -2.28544 -2.58148 -2.68111
H 2.19130 -1.86120 -0.39963
H 2.52627 -0.31318 -0.34739
C -1.49407 4.57255 3.20345
O -1.34444 3.33030 2.63547
C -0.22372 2.64348 3.09657
C -0.03649 1.27485 2.40046
N 0.12301 1.40147 0.91855
C 1.23526 2.32346 0.59231
C 2.53748 1.99125 1.30627
O 3.12217 0.80396 0.78292
C 4.37561 0.47801 1.40795
H -2.47527 5.03622 3.10162
H -0.83980 5.32237 2.75871
H -1.22145 4.52936 4.25792
H -0.31848 2.41362 4.15784
H 0.63782 3.30395 2.99838
H -0.78605 0.55571 2.73077
H 0.86658 0.87357 2.86039
H -0.73657 1.84147 0.62253
H 0.97801 3.37566 0.71394
H 1.48377 2.21799 -0.46373
H 2.45648 2.02157 2.39284
H 3.27060 2.75127 1.03607
H 4.28412 0.50298 2.49382
H 5.18961 1.10507 1.04421
H 4.53756 -0.57734 1.18860

48
Properties=species:S:1:pos:R:3 method="wB97M-V/def2-TZVPD" mol_weight_g_mol=544.186 lumo_energy_ha=-0.158 charge=+1 e_homo_ev=-11.3 largest_force_ha_per_bohr=0.0775
C -4.67962 2.64689 0.08194
C -4.58357 2.83116 1.65339
C -5.42763 1.77674 2.46067
F -6.76328 2.23030 2.42588
N -5.40296 0.43103 1.85969
C -4.32286 -0.31745 1.95522
N -4.37542 -1.59972 1.27958
C -2.97646 -1.88459 0.79086
C -2.18588 -0.58476 0.39058
C -0.87201 -0.82105 -0.41650
I -0.65367 0.29314 -2.28922
C 0.17991 -1.64668 -0.04682
C 0.11439 -2.47557 1.27979
I 1.95854 -1.80329 -1.29566
C -1.98996 0.34881 1.67651
N -3.09628 -0.01534 2.56413
F -3.10541 0.50807 3.81779
H -5.02390 3.62601 -0.34924
H -5.42207 1.87448 -0.25277
H -3.67141 2.41671 -0.37185
H -5.01951 3.84282 1.89733
H -3.52489 2.85143 2.02977
H -5.15591 1.78584 3.55457
H -6.22259 0.07897 1.35573
H -4.91868 -1.45515 0.42063
H -2.96160 -2.69032 0.00449
H -2.45948 -2.35023 1.68208
H -2.86751 0.01109 -0.29147
H 1.10632 -2.91089 1.57885
H -0.55343 -3.36630 1.06787
H -0.38648 -1.93321 2.13233
H -2.08189 1.41416 1.30577
H -0.96421 0.26687 2.11846
C 6.91161 -2.04310 -2.18661
C 6.22546 -1.18256 -3.23316
O 5.33372 -0.22205 -2.68535
C 5.89918 0.73443 -1.80338
C 6.97857 1.59077 -2.44208
H 6.17183 -2.54904 -1.56123
H 7.53821 -2.79711 -2.66696
H 7.54912 -1.45153 -1.52690
H 5.62550 -1.82543 -3.88074
H 6.95997 -0.69154 -3.87978
H 6.27288 0.24262 -0.89884
H 5.07871 1.38199 -1.48594
H 7.83871 0.99457 -2.75291
H 7.33382 2.34335 -1.73598
H 6.59210 2.09471 -3.33050

46
Properties=species:S:1:pos:R:3 method="wB97M-V/def2-TZVPD" mol_weight_g_mol=438.149 de_lowest_ev=0.000 lumo_energy_ha=-0.177 charge=+1 e_homo_ev=-12.2 largest_force_ha_per_bohr=0.0122
Ru 0.28479 -0.01447 -0.30659
C 2.46145 0.07088 2.71420
C 1.23039 -0.76548 2.63418
C 0.89259 -1.68470 3.62864
C -0.21190 -2.49402 3.46642
C -0.99859 -2.42356 2.31588
C -0.65173 -1.46709 1.39508
N 0.41706 -0.65361 1.58468
N -1.15068 -1.16557 0.11673
Si -2.28841 -2.15177 -0.86281
C -2.26413 -1.34995 -2.54170
C -1.65756 -3.90396 -0.91495
C -3.94060 -1.98496 -0.02280
H 2.42263 0.72029 3.58949
H 2.58466 0.67730 1.82300
H 3.33395 -0.57394 2.82120
H 1.51847 -1.76354 4.50547
H -0.46316 -3.21528 4.23306
H -1.83731 -3.08438 2.15795
H -1.28431 -1.40580 -3.02169
H -2.59023 -0.30849 -2.51045
H -2.96276 -1.88628 -3.18868
H -0.57075 -3.93179 -1.01809
H -2.07774 -4.42450 -1.77824
H -1.93086 -4.47715 -0.02800
H -4.23446 -0.93781 0.06259
H -3.94971 -2.42473 0.97571
H -4.70749 -2.49844 -0.60753
N 3.00695 -0.99166 -1.42901
C 1.99713 -0.68067 -0.96102
C 0.22479 4.77051 -1.22703
Ge 1.24315 3.10919 -1.18155
C 2.32066 2.78195 -2.76460
C 2.30695 3.01831 0.45465
C -0.19885 1.68547 -1.02993
H 0.92825 5.60291 -1.26034
H -0.38613 4.87488 -0.33066
H -0.41945 4.83253 -2.10275
H 3.09128 3.55091 -2.82538
H 1.72703 2.82511 -3.67670
H 2.80825 1.80921 -2.70328
H 3.11836 2.29806 0.34953
H 1.69447 2.75989 1.31851
H 2.74481 3.99938 0.64000
H -0.51792 1.13441 -1.95530
H -1.06336 2.14239 -0.53789